[1]
119
Properties=species:S:1:pos:R:3:forces:R:3:mulliken_charge:R:1 method="wB97M-V/def2-TZVPD" total_energy_ha=-5253.768132 max_force_ev_per_a=0.7 homo_lumo_gap_ha=0.31673
Ga -0.056408 0.282676 0.039792 0.400 -0.280 0.000 0.027
C 3.107933 -2.723690 -5.270119 -0.010 0.009 -0.043 -1.385
C 3.823161 -3.196118 -4.035887 0.002 -0.017 -0.001 0.479
C 4.745808 -4.235605 -4.082164 -0.007 0.004 -0.016 -0.795
C 5.392399 -4.676608 -2.937546 -0.001 -0.002 0.030 -0.778
C 5.136366 -4.062054 -1.720151 -0.006 0.012 0.047 -0.870
C 4.240321 -3.006443 -1.648815 0.094 -0.021 -0.064 -0.027
C 3.579459 -2.589792 -2.800823 -0.082 0.079 -0.069 0.150
N 2.663374 -1.504835 -2.753854 -0.024 0.071 0.162 0.435
C 1.680488 -1.317016 -1.815181 -0.124 0.132 -0.085 0.838
N 1.370382 -2.433260 -1.144416 -0.117 0.078 0.129 0.020
C 0.505553 -2.670704 -0.057415 0.010 -0.008 -0.036 0.760
C -0.203367 -1.647933 0.562268 -0.202 -0.180 -0.032 -0.175
C -1.009836 -2.040873 1.640405 -0.080 0.001 -0.160 -0.384
C -1.106645 -3.354103 2.064086 -0.026 -0.034 0.012 -1.123
C -0.374769 -4.337625 1.415928 0.019 -0.030 -0.012 -1.133
C 0.445991 -4.015851 0.349365 -0.063 0.065 0.042 1.421
C 1.253376 -5.085763 -0.336464 0.025 -0.038 -0.037 -1.649
N 1.067087 -0.148265 -1.682732 0.213 -0.131 -0.163 0.410
C 1.320733 0.744882 -2.788888 0.021 -0.117 0.055 -0.904
C 0.546666 0.546370 -3.932894 -0.003 0.067 -0.020 0.425
C 0.766569 1.276569 -5.087488 -0.014 0.009 0.022 -1.134
C 1.789248 2.216396 -5.109821 -0.034 0.008 -0.010 -1.035
C 2.564098 2.409138 -3.979033 -0.004 0.061 0.019 -0.780
C 2.354430 1.687765 -2.802588 -0.028 -0.063 -0.022 1.317
C 3.263458 1.904937 -1.631267 0.069 0.054 -0.013 -1.300
H 3.303751 -3.388144 -6.110336 0.008 -0.003 0.019 0.418
H 3.427860 -1.719671 -5.564894 -0.001 -0.007 0.015 0.323
H 2.029139 -2.679385 -5.107902 0.008 0.000 0.005 0.259
H 4.949085 -4.712423 -5.034325 -0.008 0.005 0.022 0.395
H 6.098231 -5.495182 -2.996831 -0.012 0.014 0.000 0.398
H 5.643762 -4.388063 -0.821082 0.006 -0.006 -0.027 0.475
H 4.052778 -2.495547 -0.711750 0.001 0.031 0.024 0.811
H 2.760034 -0.777996 -3.439891 0.061 0.116 -0.063 0.188
H 1.928468 -3.223683 -1.415139 0.014 -0.065 0.033 -0.271
H -1.560359 -1.293505 2.196842 -0.026 0.044 -0.024 0.629
H -1.745238 -3.611567 2.900685 0.008 0.011 -0.001 0.585
H -0.433172 -5.370432 1.741434 -0.008 0.019 0.001 0.338
H 1.056770 -6.054976 0.118588 0.010 0.006 0.007 0.420
H 2.330662 -4.902867 -0.261324 -0.027 -0.007 0.016 0.286
H 1.008895 -5.172410 -1.400178 -0.011 0.017 0.010 0.352
H -0.237712 -0.197071 -3.895894 -0.029 -0.033 0.000 0.581
H 0.139765 1.114067 -5.954995 0.007 0.008 0.001 0.523
H 1.981224 2.796866 -6.003620 -0.003 -0.009 0.010 0.396
H 3.362920 3.143011 -3.995488 -0.006 -0.021 0.000 0.439
H 3.379273 2.969103 -1.415701 -0.010 -0.009 -0.025 0.473
H 4.259390 1.502444 -1.830660 -0.002 0.001 -0.006 0.321
H 2.888184 1.419953 -0.743981 -0.049 -0.075 0.166 -0.258
C 1.894195 -1.691726 7.383857 0.000 -0.005 0.040 -1.429
C 2.116916 -1.214403 5.976013 -0.010 -0.005 -0.033 1.042
C 3.171043 -0.366060 5.662013 0.030 0.013 0.020 -1.011
C 3.379074 0.070034 4.359481 -0.017 0.009 0.001 -0.575
C 2.515008 -0.345836 3.361469 -0.043 -0.065 0.093 0.095
C 1.461829 -1.206388 3.649099 0.033 0.044 -0.006 -0.504
C 1.266466 -1.628748 4.949171 -0.002 0.020 0.019 -1.162
S 2.774772 0.142717 1.683523 0.138 -0.202 -0.117 1.329
O 3.975180 0.938780 1.665519 -0.067 0.038 -0.020 -0.722
O 2.744224 -1.065047 0.897923 0.089 0.041 -0.095 -0.418
N 1.491884 1.008230 1.213125 -0.479 0.547 -0.047 0.642
C 1.371177 2.343487 1.632296 0.009 -0.070 -0.044 0.800
C 2.084188 2.928847 2.693374 -0.098 -0.019 -0.046 -0.784
C 1.834776 4.243865 3.016802 0.055 -0.008 0.066 -0.751
C 0.906400 4.977329 2.289427 -0.022 0.000 -0.035 -1.177
C 0.272005 4.328605 1.252167 -0.035 -0.063 -0.003 -0.241
N 0.486663 3.052558 0.928617 0.055 -0.094 0.069 0.180
H 2.624537 -1.262786 8.068812 0.001 0.002 -0.007 0.359
H 1.973267 -2.778662 7.443892 0.000 0.002 -0.010 0.320
H 0.898200 -1.418995 7.736950 0.002 0.003 -0.014 0.320
H 3.846607 -0.042683 6.445283 -0.004 -0.003 -0.004 0.320
H 4.211976 0.716204 4.114316 -0.006 -0.012 -0.004 0.586
H 0.806209 -1.543237 2.856229 0.132 0.038 0.108 0.569
H 0.440863 -2.295987 5.170702 0.008 -0.005 0.005 0.508
H 2.819990 2.372097 3.244147 0.021 -0.039 0.035 0.272
H 2.370911 4.698263 3.841075 0.001 -0.001 -0.013 0.445
H 0.689206 6.012597 2.511409 0.007 -0.011 -0.001 0.441
H -0.444493 4.860418 0.634012 -0.036 -0.027 -0.009 0.285
C -7.246203 0.380806 4.363532 -0.025 -0.008 0.028 -1.550
C -6.037905 0.366594 3.468766 -0.010 0.009 0.019 0.588
C -5.843577 -0.637653 2.537236 0.030 -0.036 0.002 -0.950
C -4.747007 -0.653566 1.678850 0.010 0.020 0.095 0.847
C -4.654546 -1.820464 0.726870 -0.072 0.019 -0.044 -1.447
C -3.800303 0.384022 1.766190 0.026 -0.022 -0.006 0.115
C -3.959850 1.397173 2.735844 0.010 -0.049 -0.058 0.988
C -3.021372 2.564989 2.928234 -0.060 0.053 0.023 -1.471
C -5.080146 1.366785 3.556504 0.005 -0.010 0.002 -0.913
C -2.654693 0.371160 0.788998 0.020 0.253 -0.183 0.048
O -2.804882 -0.076091 -0.349501 0.032 -0.028 0.144 -0.418
O -1.517911 0.862353 1.182583 -0.059 -0.022 0.126 -0.090
H -7.804235 -0.552464 4.291646 0.013 0.005 -0.007 0.363
H -7.921121 1.195165 4.091435 0.009 -0.002 -0.001 0.304
H -6.962534 0.527954 5.406920 0.004 0.005 -0.010 0.360
H -6.561683 -1.448815 2.473183 0.003 0.017 0.005 0.350
H -5.214714 -2.661874 1.138169 -0.004 0.017 -0.012 0.435
H -3.634414 -2.137633 0.535454 0.050 0.007 0.015 0.030
H -5.094261 -1.560145 -0.238103 0.065 0.002 -0.001 0.269
H -3.256640 3.362655 2.218197 0.002 -0.026 0.029 0.299
H -1.980404 2.299721 2.794232 0.080 -0.050 -0.014 -0.075
H -3.157731 2.976486 3.929164 -0.007 -0.001 -0.030 0.474
H -5.200881 2.152567 4.295832 -0.008 -0.012 -0.014 0.431
C -0.162370 3.708613 -2.050994 0.147 0.025 -0.144 -2.185
P -1.215709 2.277906 -1.604957 0.015 -0.043 0.193 2.669
C -2.532439 3.073107 -0.613115 -0.063 0.043 -0.030 -1.133
C -2.159119 2.012161 -3.158654 -0.037 -0.073 -0.036 0.306
C -2.284990 3.011296 -4.121745 0.024 0.036 0.018 -0.590
C -3.010627 2.793930 -5.284553 0.002 0.021 -0.008 -0.807
C -3.625793 1.570297 -5.501638 -0.009 -0.025 -0.004 -0.591
C -3.515264 0.569621 -4.546085 0.002 -0.015 0.015 -0.875
C -2.789975 0.787208 -3.382701 0.041 0.069 -0.044 -0.837
H -0.703511 4.654230 -1.979804 -0.022 -0.028 -0.025 0.698
H 0.205238 3.586448 -3.069665 0.018 -0.011 -0.003 0.501
H 0.695894 3.741817 -1.384373 -0.047 0.000 0.009 0.154
H -2.819234 4.025482 -1.063673 0.020 -0.009 -0.013 0.621
H -2.195318 3.221092 0.408312 0.092 0.036 -0.030 -0.153
H -3.403114 2.419161 -0.600611 -0.003 0.002 -0.002 0.426
H -1.805827 3.971772 -3.976236 -0.036 -0.019 -0.015 0.323
H -3.095557 3.583672 -6.021129 0.006 -0.008 0.011 0.415
H -4.191405 1.398529 -6.409091 0.007 0.000 0.011 0.407
H -3.996346 -0.388053 -4.704161 0.007 0.015 0.001 0.437
H -2.710181 0.003795 -2.643928 0.001 -0.052 0.116 0.597

***

[2]
23
Properties=species:S:1:pos:R:3:forces:R:3:mulliken_charge:R:1 method="wB97M-V/def2-TZVPD" smiles="CN([C@H]1OC1=O)[Si](C)(C)C" total_energy_ha=-731.106323 max_force_ev_per_a=5.6 homo_lumo_gap_ha=0.34944
C -2.052830 0.490055 0.517863 0.033 -0.096 0.854 -1.008
N -0.824934 0.072114 -0.131172 0.012 -1.433 -3.737 0.338
C -0.883748 -0.974844 -1.240391 -1.058 3.119 4.471 -0.374
O -1.503339 -2.260373 -0.574755 0.742 -1.727 0.646 -0.399
C -2.187419 -1.594962 -1.422964 1.348 1.346 -0.986 0.382
O -3.244676 -1.502687 -1.907567 -2.048 -0.367 -0.672 -0.535
Si 0.827308 0.413176 0.260801 -0.060 -0.491 -1.852 0.124
C 0.666672 1.666574 1.637071 0.198 -1.032 2.043 -1.137
C 1.799394 0.971822 -1.405336 0.369 -0.783 2.936 -1.227
C 1.498018 -1.382519 0.600523 0.683 1.125 1.224 -1.101
H -2.922629 0.641261 -0.121538 0.299 0.047 -0.423 0.359
H -2.328738 -0.282254 1.229647 -0.352 -0.127 0.291 0.381
H -1.913381 1.409394 1.117311 0.143 -0.389 -0.529 0.298
H 0.076175 -1.055168 -1.698202 0.073 -0.620 -0.697 0.640
H 0.081891 1.156796 2.487389 0.746 0.461 -1.208 0.322
H 1.682101 1.734647 2.059166 -0.207 0.476 0.045 0.299
H 0.205919 2.665394 1.578131 0.405 -0.446 -0.657 0.358
H 2.821304 0.590215 -1.274149 -0.007 0.315 0.028 0.361
H 1.497382 0.585840 -2.331007 -0.964 -0.912 -1.188 0.424
H 1.827123 2.021483 -1.540885 0.118 1.208 0.107 0.363
H 1.181000 -1.766318 1.567539 -0.300 0.236 0.360 0.345
H 1.107220 -2.129597 -0.067543 -0.062 -0.014 -0.690 0.401
H 2.590186 -1.470047 0.660070 -0.111 0.104 -0.365 0.388

***

[3]
67
Properties=species:S:1:pos:R:3:forces:R:3:mulliken_charge:R:1 method="wB97M-V/def2-TZVPD" smiles="NC(N)=O.NC(N)=O.CCO.CO.CO.CO.CO.CO.CO.CO" total_energy_ha=-1415.658142 max_force_ev_per_a=2.8 homo_lumo_gap_ha=0.35133
N 1.397347 8.848354 6.142390 -0.344 -1.515 0.249 0.245
C 1.526111 7.471804 6.078824 1.304 -0.101 -0.975 0.481
N 0.353127 6.774366 5.867937 0.314 -0.058 0.345 -0.053
O 2.647495 6.924766 6.026884 -1.588 0.573 0.344 -0.732
H 0.465039 9.210997 6.232468 0.113 0.420 -0.245 -0.086
H 2.243064 9.384239 6.219816 0.101 0.100 0.256 -0.060
H 0.398544 5.759346 5.848487 0.202 0.200 0.218 0.330
H -0.519756 7.135206 6.215267 0.011 0.288 -0.171 0.006
N -1.279010 2.277425 4.833891 0.087 1.030 2.595 -0.406
C -1.109977 3.079697 5.957963 0.758 0.998 -0.670 0.639
N -2.084814 2.949176 6.924728 0.144 -0.464 -0.821 -0.413
O -0.203778 3.917803 6.051166 -0.977 -1.027 -0.091 -0.714
H -0.604092 2.369155 4.104658 -0.077 -0.236 -0.342 0.261
H -2.120146 1.746692 4.850099 -0.092 -0.490 -0.924 0.166
H -2.607803 2.096421 6.968981 -0.170 -0.036 0.168 0.167
H -2.070582 3.537143 7.730611 0.311 0.103 0.144 0.199
C -2.441383 5.578494 2.238980 -0.983 0.785 0.232 -1.251
C -1.337938 4.569270 2.361181 0.636 -0.472 -0.064 0.669
O -0.511114 4.657212 1.204291 0.038 0.043 -0.031 -0.611
H -2.040569 6.546983 1.931017 0.155 -0.136 -0.101 0.309
H -2.991821 5.792187 3.164443 0.367 -0.355 0.183 0.318
H -3.240769 5.320053 1.539257 0.373 -0.228 -0.258 0.312
H -1.698077 3.535756 2.442937 -0.361 0.157 -0.040 0.142
H -0.744948 4.729977 3.271438 -0.050 0.252 -0.070 -0.271
H 0.411239 4.464949 1.445400 -0.144 0.024 0.108 0.366
C 1.780290 9.645305 2.603541 -0.231 -0.697 -0.976 -0.239
O 1.378824 10.708586 1.723311 0.336 0.024 0.617 -0.553
H 1.740809 8.726720 2.009739 0.059 0.020 0.133 0.195
H 2.808057 9.728335 2.956356 -0.085 0.274 0.202 0.307
H 1.082626 9.498346 3.425556 0.056 0.381 0.166 0.011
H 2.130192 11.302432 1.654824 -0.149 0.111 -0.103 0.302
C 4.250125 4.968304 9.305933 -0.099 -0.373 -0.912 -0.555
O 4.589989 5.666816 8.106493 -0.569 -0.062 0.539 -0.472
H 3.598304 4.133999 9.023360 -0.027 -0.100 0.345 0.243
H 5.158279 4.544398 9.722735 0.080 0.157 0.205 0.235
H 3.719477 5.593828 10.024942 0.152 0.101 0.146 0.227
H 3.731752 5.796343 7.672545 0.465 0.392 -0.469 0.339
C 4.129544 10.747801 8.207918 -0.216 0.152 0.235 -0.626
O 3.926981 10.431360 6.825982 -0.114 0.025 0.324 -0.431
H 3.185225 10.585876 8.735262 0.052 -0.166 -0.250 0.255
H 4.880454 10.102417 8.675052 -0.013 0.128 -0.181 0.311
H 4.365103 11.809688 8.357528 0.184 -0.215 -0.172 0.297
H 4.746827 10.570275 6.343710 -0.017 -0.016 0.042 0.220
C 1.559025 12.797312 5.082249 -0.631 -0.017 -0.765 -0.474
O 2.124828 12.655436 6.366781 -0.393 -0.057 -0.135 -0.524
H 1.033670 13.747395 4.946043 0.357 0.155 0.504 0.324
H 2.301151 12.740164 4.275868 0.060 -0.099 0.143 0.207
H 0.772679 12.057408 4.871180 0.278 -0.174 0.109 0.141
H 2.292154 11.708983 6.476026 0.375 0.279 0.092 0.280
C -2.184748 7.265896 9.585014 -0.193 -0.379 -1.068 -0.430
O -2.036770 6.521869 10.790201 -0.137 0.600 -0.297 -0.524
H -2.102643 8.346148 9.700146 0.234 -0.156 0.711 0.239
H -1.431651 6.963968 8.838868 -0.035 0.110 0.205 0.136
H -3.166676 7.117951 9.102206 0.118 -0.150 0.297 0.299
H -2.131656 5.597565 10.545905 0.038 -0.010 0.140 0.299
C -1.934763 10.248618 6.833931 -0.255 0.752 -0.013 -0.654
O -1.575388 9.439760 5.729049 0.142 -0.220 0.118 -0.429
H -1.092305 10.330014 7.519147 0.035 -0.258 0.047 0.243
H -2.156577 11.271293 6.516969 -0.011 -0.008 -0.009 0.351
H -2.813930 9.874634 7.361379 0.048 -0.182 0.042 0.261
H -2.055641 9.733683 4.951515 0.012 -0.063 -0.032 0.242
C 2.011266 6.035407 2.696208 0.989 -0.514 -1.211 -0.465
O 2.184407 4.695935 2.176172 -0.923 -0.567 0.712 -0.637
H 1.373457 6.039569 3.570681 -0.021 -0.302 0.031 -0.086
H 3.014234 6.377839 2.948015 -0.224 0.514 0.248 0.402
H 1.568967 6.616635 1.887827 -0.053 0.369 0.262 0.424
H 2.791278 4.671484 1.437382 0.196 0.383 -0.062 0.297